Record 1
The following is a quantum chemistry calculation of a 2-piece molecular cluster, CBrClF2O overall at a distorted geometry, from the OMol25 dataset.

The geometry in ORCA input format:
```
! RIJCOSX wB97M-V def2-TZVPD def2/J DEFGRID3
* xyz 0 1
C -1.7765 0.0985 0.0799
O -2.8314 0.4510 0.4308
F -1.4421 -1.1474 -0.2107
F 3.5152 -0.4401 -0.8153
Cl 2.8045 -0.1714 0.6866
Br -0.2697 1.2093 -0.1713
*
```

The value obtained for the max |F| is 1.595 eV/A. As for the calculated total energy: -91081.9577 eV. The calculation puts the HOMO-LUMO gap at 9.77 eV. As for the structure (SMILES): O=C(F)Br.FCl. For the highest occupied orbital energy, the calculation gives -11.26 eV.



Record 2
The following is a quantum chemistry calculation of one molecule with the formula C10H17NSi at a distorted geometry, from the OMol25 dataset.

The geometry in ORCA input format:
```
! RIJCOSX wB97M-V def2-TZVPD def2/J DEFGRID3
* xyz 0 1
C -4.0142 0.0849 -0.1481
C -3.3384 1.1223 0.4063
C -3.4211 -1.0465 -0.6576
C -1.9518 1.0465 0.5939
C -2.0478 -1.1073 -0.5431
C -1.3332 -0.0810 0.0286
C 2.4074 1.4621 -1.2137
C 2.5699 1.7771 1.1686
C 0.9560 -3.1762 0.2144
C 1.7244 1.4929 0.0656
N 1.3354 -1.7746 -0.1912
Si 0.5802 -0.3738 0.4199
H -5.0340 0.2470 -0.3915
H -3.9002 2.0920 0.5119
H -3.9759 -1.8345 -1.1323
H -1.3182 1.9200 0.7911
H -1.5827 -1.9337 -1.1551
H 3.1948 0.7924 -1.3859
H 1.7674 1.4914 -2.0211
H 2.8998 2.4988 -1.3642
H 3.3285 1.0199 1.2642
H 2.1484 1.9451 2.1935
H 3.2475 2.5764 0.8872
H 0.6483 -3.5513 -0.7614
H 1.6694 -3.8164 0.8125
H 0.0570 -3.0487 0.8268
H 0.9043 2.2697 -0.1294
H 1.9118 -1.7293 -1.0787
H 0.5671 -0.3652 1.9887
*
```

The value obtained for the max |F| is 6.095 eV/A. As for the calculated total energy: -20011.9014 eV. The calculation puts the HOMO-LUMO gap at 9.35 eV. As for the structure (SMILES): CN[Si@H](c1ccccc1)C(C)C. For the highest occupied orbital energy, the calculation gives -8.49 eV.



Record 3
The following is a quantum chemistry calculation of C30H47AuCl2N4O8Si as an isolated structure at a distorted geometry, from the OMol25 dataset.

The geometry in ORCA input format:
```
! RIJCOSX wB97M-V def2-TZVPD def2/J DEFGRID3
* xyz 0 3
C 3.1383 -2.4993 -6.0363
C 2.6225 -1.7166 -7.2011
H 2.7595 -3.5334 -6.0675
H 2.8235 -2.0624 -5.0829
H 4.2403 -2.5753 -6.0467
C 2.7432 -2.2160 -8.4466
C 3.3520 -3.5465 -8.7585
H 2.4302 -1.6286 -9.3061
H 2.9234 -4.3595 -8.1478
H 4.4454 -3.5565 -8.6049
H 3.1708 -3.7962 -9.8142
Au 1.8687 0.5712 -3.8726
Cl 2.6887 2.6977 -3.8712
C 0.1858 2.9327 -1.6525
O -0.3782 1.8741 -1.7451
N -0.1889 4.1368 -2.0409
C -1.5360 4.2876 -2.5954
C 0.7183 5.2833 -2.1614
H 1.4361 2.9334 -0.8547
H -2.2309 3.6468 -2.0434
H -1.5585 4.0134 -3.6595
H -1.8036 5.3380 -2.4721
H 1.4191 5.3099 -1.3159
H 0.0916 6.1810 -2.1562
H 1.2972 5.2289 -3.0969
H -1.7787 1.6933 0.4428
H -1.1586 1.2615 3.4931
C -2.3250 0.8525 0.8836
C -1.5836 0.2912 3.1922
N -1.4628 0.0926 1.7588
H -2.7090 0.2107 0.0849
C -0.5506 -0.7590 1.2331
O -0.3528 -0.9644 0.0393
H -1.0421 -0.5072 3.7199
H 0.0220 -1.2827 2.0295
H -3.1381 1.2398 1.4992
H -2.6460 0.2729 3.4691
H 0.6390 -4.9192 -1.1072
H -0.6049 -3.5766 -3.6795
C -0.4119 -5.2308 -1.1632
C -1.3670 -4.2288 -3.2259
N -1.2382 -4.2170 -1.7864
H -0.7648 -5.4128 -0.1436
C -1.8729 -3.2769 -1.0410
O -2.6388 -2.4213 -1.4779
H -2.3581 -3.8639 -3.5139
H -1.6518 -3.3852 0.0395
H -0.4664 -6.1512 -1.7509
H -1.2028 -5.2509 -3.5810
O 0.8493 -0.6798 -6.0419
C 1.9387 -0.3900 -6.8963
C 0.5506 -0.1022 -9.0007
C 1.4591 0.4227 -8.0784
H 0.2143 -1.1396 -8.8885
C 0.0577 0.7086 -10.0325
H 2.6584 0.1961 -6.2977
C 1.8881 1.7495 -8.1916
H -0.6880 0.2895 -10.7153
C 0.5024 2.0286 -10.1614
C 1.4306 2.5430 -9.2477
H 2.5726 2.1312 -7.4296
H 0.1126 2.6513 -10.9717
H 1.7778 3.5747 -9.3402
Si -0.5915 -0.0465 -5.3869
Cl 0.8888 -1.5970 -3.4913
C -1.8152 -0.5746 -6.7594
C -0.6125 1.8455 -5.6003
C -1.6915 -0.4674 -3.9096
H -1.7053 0.0516 -7.6574
H -2.8575 -0.4959 -6.4151
H -1.6108 -1.6175 -7.0366
H -2.1009 -1.4784 -4.0256
H -2.5369 0.2394 -3.9100
H -1.2062 -0.3981 -2.9295
H -0.4484 2.1236 -6.6529
H 0.1702 2.3403 -5.0097
H -1.5904 2.2479 -5.2928
O 0.0327 3.2102 1.0655
C 1.1661 2.7224 1.0782
O 1.9980 2.7102 0.0324
C 1.7071 2.0677 2.3135
C 2.2106 0.7593 2.2774
C 2.4523 0.0886 3.4703
C 2.2550 0.7683 4.6852
C 1.9038 2.1340 4.7169
C 1.6120 2.7721 3.5227
N 2.1195 -0.0006 5.8795
O 2.2185 -1.2481 5.8172
O 1.8793 0.6172 6.9424
H 2.3732 0.2596 1.3203
H 2.7108 -0.9666 3.4921
H 1.8055 2.6462 5.6695
H 1.3080 3.8195 3.4983
*
```

The value obtained for the max |F| is 3.768 eV/A. As for the calculated total energy: -90822.9661 eV. The calculation puts the HOMO-LUMO gap (alpha / beta) at 7.73 / 4.29 eV. For the highest occupied orbital energy (alpha / beta), the calculation gives -8.83 / -9.00 eV.



Record 4
The following is a quantum chemistry calculation of C39H46As2NiO12P as an isolated structure, from the OMol25 dataset.

The geometry in ORCA input format:
```
! RIJCOSX wB97M-V def2-TZVPD def2/J DEFGRID3
* xyz 1 3
Ni 0.9345 2.5075 -0.3722
C 3.7860 3.8966 -1.7509
O 2.9662 2.0093 -0.4937
C 3.1945 1.1884 1.9409
C 2.1177 2.1564 2.4279
O 0.8796 1.9151 1.7763
C -0.2821 2.4944 2.3698
C -0.8291 3.6613 1.5585
O -0.8523 3.3184 0.1650
C -1.4358 4.3574 -0.6245
H 4.7298 3.4093 -1.9914
H 3.0451 3.6429 -2.5102
H 3.9358 4.9747 -1.7266
H 2.9562 0.2003 2.3439
H 4.1203 1.5127 2.4102
H 1.9924 2.0001 3.5027
H 2.4306 3.1956 2.2764
H -1.0234 1.7021 2.4140
H -0.0758 2.8239 3.3893
H -1.8523 3.8511 1.8948
H -0.2360 4.5707 1.6903
H -2.4518 4.5557 -0.2805
H -0.8456 5.2721 -0.5489
H -1.4589 4.0095 -1.6538
O 1.5585 5.0901 0.0690
C 1.9405 3.9842 -0.1426
C 3.3241 3.4137 -0.3664
C 4.3785 3.7640 0.6431
C 5.4761 3.0476 0.8835
C 5.7970 1.7134 0.3676
C 4.9054 0.7447 0.1559
C 3.4362 0.9733 0.4124
P 2.2363 -0.3945 -0.1674
C 3.2204 -1.9298 0.0511
C 3.2084 -2.5318 1.3109
C 3.9066 -3.7068 1.5406
C 4.6114 -4.3077 0.5083
C 4.6113 -3.7304 -0.7534
C 3.9178 -2.5511 -0.9845
C 2.2904 -0.2193 -1.9953
C 1.1563 -0.7265 -2.6278
C 1.0115 -0.6847 -4.0055
C 2.0172 -0.1161 -4.7707
C 3.1631 0.3769 -4.1592
C 3.3076 0.3238 -2.7821
H 4.2669 4.7539 1.0721
H 6.2315 3.4751 1.5353
H 6.8502 1.5203 0.1970
H 5.2208 -0.2323 -0.1895
H 2.6364 -2.0831 2.1160
H 3.8864 -4.1655 2.5206
H 5.1507 -5.2293 0.6824
H 5.1451 -4.2046 -1.5667
H 3.9152 -2.1235 -1.9777
H 0.3829 -1.1701 -2.0128
H 0.1128 -1.0711 -4.4668
H 1.9103 -0.0557 -5.8458
H 3.9535 0.8073 -4.7614
H 4.2157 0.6953 -2.3275
C -1.6090 -3.6583 -2.4634
O -1.8372 -2.3864 -3.0649
C -2.2257 -1.3223 -2.3544
O -2.2391 -0.2368 -2.8730
C -2.5025 -1.4279 -0.8850
C -3.5994 -1.9967 -0.3719
As -4.1381 -2.2872 1.5046
C -5.9212 -1.4613 1.4330
C -3.1282 -0.7871 2.3732
C -2.7872 0.1477 1.3710
As -1.2652 -0.3109 0.1958
C -0.5523 -1.8638 1.1841
C -3.7401 1.0668 0.7759
O -4.8075 1.3762 1.2617
O -3.3299 1.5131 -0.4283
C -4.3133 2.2026 -1.2006
C -2.3802 -0.8501 3.6231
O -1.3951 -0.1479 3.7708
O -2.7200 -1.6459 4.6432
C -3.8927 -2.4499 4.6585
C -4.5515 -2.6759 -1.3002
O -4.7184 -2.4068 -2.4581
O -5.2254 -3.6503 -0.6594
C -6.1638 -4.3951 -1.4502
H -1.4785 -4.3539 -3.2868
H -2.4403 -3.9938 -1.8476
H -0.6985 -3.6435 -1.8591
H -6.6626 -2.2584 1.4408
H -6.0529 -0.8541 0.5412
H -6.0678 -0.8239 2.3016
H -1.3364 -2.5888 1.4006
H -0.1086 -1.5247 2.1189
H 0.2178 -2.3530 0.5895
H -3.8494 2.4181 -2.1580
H -4.6331 3.1166 -0.7005
H -5.1877 1.5698 -1.3525
H -4.0797 -2.6770 5.7046
H -3.7394 -3.3809 4.1136
H -4.7584 -1.9231 4.2493
H -6.7420 -4.9946 -0.7549
H -5.6300 -5.0378 -2.1490
H -6.8079 -3.7180 -2.0076
*
```

The value obtained for the max |F| is 0.898 eV/A. As for the calculated total energy: -237755.1921 eV. The calculation puts the HOMO-LUMO gap (alpha / beta) at 7.58 / 6.83 eV. For the highest occupied orbital energy (alpha / beta), the calculation gives -10.31 / -10.90 eV.